# 1
Density functional theory data (wB97M-V/def2-TZVPD) for the molecule C6H6O2 at a distorted geometry.

The relative energy (zero: lowest compared OMol25 entry of this formula, charge and spin) comes out at 130.6 kcal per mole. The multiplicity is 1. As for the total energy: -382.47768 Eh. The calculation puts the gap between HOMO and LUMO at 8.2 eV. The calculation puts the max |F| at 3.0 eV/Å.

Cartesian coordinates (Å):
C  2.1329  0.7254  0.0172
C  2.0189  0.1889  -1.2494
C  0.1541  -0.1409  1.1223
C  -0.8668  0.0811  0.2297
C  1.8594  -0.5551  -2.2429
C  -2.0681  -0.8568  0.0609
O  1.3588  0.5415  1.0130
O  -0.7949  1.0342  -0.6996
H  2.9459  1.2369  0.4980
H  0.1990  -0.8364  1.9384
H  -2.6482  -0.3590  -0.8434
H  -2.6955  -0.7829  1.0355
H  -1.6678  -1.8771  -0.1548
H  0.0723  1.6001  -0.7249

Forces on the atoms, in the same order (eV/Å):
C 0.808 -1.360 -1.740
C 0.080 1.262 2.135
C -1.488 -0.104 -1.990
C 1.890 -1.271 1.150
C -0.070 -0.271 -0.572
C -0.773 2.021 0.083
O -1.336 0.457 2.191
O 1.525 1.865 -0.694
H 0.979 0.582 -1.057
H -0.327 -0.146 -0.010
H 0.919 -1.520 1.918
H 0.861 -0.513 -1.842
H -0.760 0.848 0.150
H -2.307 -1.850 0.278



# 2
Density functional theory data (wB97M-V/def2-TZVPD) for a structure of composition C6H6O2 at a distorted geometry.

The relative energy (zero: lowest compared OMol25 entry of this formula, charge and spin) comes out at 100.8 kcal per mole. The multiplicity is 1. As for the total energy: -382.52518 Eh. The calculation puts the gap between HOMO and LUMO at 9.8 eV. The calculation puts the max |F| at 4.9 eV/Å.

Cartesian coordinates (Å):
C  1.3362  -0.9091  -0.0102
C  1.7764  0.5959  -0.2404
C  0.6581  1.3330  0.1025
C  -0.5045  0.3783  0.6296
C  -1.9231  -0.1136  0.0829
C  -0.1571  -0.7989  -0.3163
H  2.7581  0.9689  -0.6210
H  0.6939  2.3433  0.0537
H  -0.3832  0.0542  1.7387
H  -2.2392  0.0332  -0.9830
H  -2.9199  -0.1655  0.6853
H  0.0449  -0.5742  -1.4371
O  2.2284  -1.6813  0.3882
O  -1.3688  -1.4641  -0.0730

Forces on the atoms, in the same order (eV/Å):
C 4.730 -0.782 1.021
C -3.403 0.043 0.595
C 1.247 -3.533 0.305
C 0.711 0.129 -1.786
C -2.507 -0.723 0.061
C 2.571 -0.721 -0.309
H -1.055 -0.583 0.609
H -0.424 3.103 0.115
H -0.235 0.555 -2.039
H 0.530 1.380 0.930
H 2.070 0.356 -0.488
H -1.410 0.251 1.424
O -3.285 0.972 -1.067
O 0.461 -0.448 0.628



# 3
Density functional theory data (wB97M-V/def2-TZVPD) for a structure of composition C6H6O5Ti at a distorted geometry.

The relative energy (zero: lowest compared OMol25 entry of this formula, charge and spin) comes out at 0.0 kcal per mole. As for the expectation value of S²: 2.0084. The multiplicity is 3. As for the total energy: -1457.21350 Eh. The calculation puts the gap between HOMO and LUMO (spin up / spin down) at 7.1 / 9.0 eV. The calculation puts the max |F| at 7.6 eV/Å. As for the charge: +2.

Cartesian coordinates (Å):
O  0.3547  -3.1155  -2.0753
C  0.1074  -2.0036  -1.8475
Ti  -0.2109  -0.0046  -1.3284
O  -2.7689  0.2322  -3.5354
C  -1.8990  0.1391  -2.7866
C  1.5405  0.1601  -2.3227
O  2.5506  0.2529  -2.8914
C  -0.0378  2.0780  -1.3970
O  0.1163  3.2303  -1.4089
C  -0.0737  0.0912  3.0201
C  0.5490  -0.2235  1.6738
O  -0.5073  -0.2659  0.6706
H  -0.5996  1.0508  3.0028
H  0.7070  0.1577  3.7786
H  -0.7701  -0.6920  3.3363
H  1.2615  0.5335  1.3394
H  1.0396  -1.1990  1.6522
H  -1.3593  -0.4219  1.1193

Forces on the atoms, in the same order (eV/Å):
O -1.163 5.305 1.081
C 1.275 -7.165 -1.758
Ti -1.836 -0.277 2.068
O 3.431 -0.390 3.061
C -3.428 0.398 -3.372
C 5.959 0.572 -3.597
O -4.309 -0.406 2.534
C 0.719 7.604 -0.331
O -0.726 -5.605 0.079
C 0.130 0.153 -0.085
C 0.716 -0.168 1.177
O -0.950 -0.009 -0.871
H 0.108 -0.075 -0.030
H -0.015 -0.033 -0.035
H 0.109 -0.018 -0.088
H -0.088 0.065 0.096
H -0.068 0.074 0.106
H 0.136 -0.024 -0.035



# 4
Density functional theory data (wB97M-V/def2-TZVPD) for the ion C6H6O6S with charge -2 at a distorted geometry.

The relative energy (zero: lowest compared OMol25 entry of this formula, charge and spin) comes out at 0.0 kcal per mole. Its SMILES is C[S@@](=O)([O-])=CC[C@]1(C(=O)[O-])OC1=O. The multiplicity is 1. As for the total energy: -1081.75894 Eh. The calculation puts the gap between HOMO and LUMO at 6.4 eV. The calculation puts the max |F| at 3.7 eV/Å. As for the charge: -2.

Cartesian coordinates (Å):
C  -2.1316  -1.2826  -0.7991
S  -2.2387  0.4907  -0.1386
O  -1.9436  1.3008  -1.3110
O  -3.6250  0.5410  0.3722
C  -1.0479  0.9309  1.0350
C  0.3430  1.0829  0.4630
C  1.8017  0.1511  0.1576
C  3.1713  0.7214  -0.2586
O  3.5692  1.6101  0.5116
O  3.7522  0.2339  -1.2379
O  1.4585  -1.1174  -0.5815
C  1.7326  -1.1988  0.7202
O  1.7809  -2.0306  1.5918
H  -2.4907  -1.9685  -0.0870
H  -2.6512  -1.6003  -1.6398
H  -1.1478  -1.4578  -1.1241
H  -1.2440  0.2864  2.0026
H  0.0864  1.3246  -0.6375
H  0.8247  1.9820  0.9611

Forces on the atoms, in the same order (eV/Å):
C 0.355 1.533 0.933
S -0.207 -0.541 0.034
O -0.391 0.007 -0.719
O 0.958 -0.029 0.108
C -0.770 -3.311 1.457
C 2.277 2.014 -2.171
C -2.854 -0.562 1.739
C 0.167 0.558 0.238
O 0.022 0.573 0.530
O -0.316 -0.374 -0.294
O -0.431 -1.353 0.331
C 0.296 0.967 -0.571
O -0.072 0.214 -0.675
H 0.122 -0.706 1.584
H -1.824 0.611 -2.007
H 1.735 -0.196 0.362
H 0.488 1.272 -1.722
H 0.845 0.224 1.657
H -0.402 -0.900 -0.817



# 5
Density functional theory data (wB97M-V/def2-TZVPD) for a structure of composition C6H6OS at a distorted geometry.

The relative energy (zero: lowest compared OMol25 entry of this formula, charge and spin) comes out at 48.8 kcal per mole. The multiplicity is 1. As for the total energy: -705.54845 Eh. The calculation puts the gap between HOMO and LUMO at 9.5 eV. The calculation puts the max |F| at 4.7 eV/Å.

Cartesian coordinates (Å):
C  -0.7764  -0.2933  1.0199
C  -2.0506  0.1054  1.0758
C  -1.4334  0.6516  -0.8974
C  -0.3217  0.1436  -0.2908
C  2.0329  -0.8636  -0.2345
C  1.0823  0.1527  -0.6968
O  -2.4881  0.6228  -0.1294
S  2.2397  0.7530  0.6339
H  0.0237  -0.4135  1.6924
H  -2.8896  0.0395  1.7579
H  -1.3413  0.9304  -1.9049
H  1.7184  -1.4811  0.6002
H  2.8430  -1.2514  -0.8234
H  1.3611  0.9039  -1.8028

Forces on the atoms, in the same order (eV/Å):
C 0.761 1.636 -1.608
C -1.869 -0.377 0.243
C 3.628 -0.870 -0.623
C -1.412 -0.174 0.505
C 0.117 0.462 1.063
C 1.080 2.962 -2.991
O -0.742 -0.232 0.960
S 0.318 0.100 -0.654
H -0.005 -0.839 1.524
H 0.538 -0.044 0.250
H -1.203 0.848 -1.131
H -0.388 -0.641 -0.724
H 0.158 0.139 -0.269
H -0.982 -2.969 3.456



# 6
Density functional theory data (wB97M-V/def2-TZVPD) for the molecule C6H6OS at a distorted geometry.

The relative energy (zero: lowest compared OMol25 entry of this formula, charge and spin) comes out at 74.0 kcal per mole. Its SMILES is C#C[C@@H]1C[C@@H](C=S)O1. The multiplicity is 1. As for the total energy: -705.50831 Eh. The calculation puts the gap between HOMO and LUMO at 8.4 eV. The calculation puts the max |F| at 2.4 eV/Å.

Cartesian coordinates (Å):
C  -3.1946  -0.8214  -0.1284
C  -2.0176  -0.7098  0.0928
C  -0.5719  -0.6394  0.3562
C  0.0264  0.8166  0.5742
C  0.9151  0.4291  -0.6250
C  2.3568  0.3137  -0.2278
S  3.2034  -1.0480  0.1323
O  0.2350  -0.8415  -0.7454
H  -4.2179  -0.8856  -0.4406
H  -0.2779  -1.3682  1.1607
H  0.4987  0.9556  1.5462
H  -0.7322  1.5693  0.3451
H  0.8274  0.9901  -1.5668
H  2.9492  1.2395  -0.4735

Forces on the atoms, in the same order (eV/Å):
C 0.208 0.160 -0.264
C -0.071 -0.264 0.015
C -0.289 0.531 2.276
C -1.361 -0.708 -0.114
C 0.114 -0.998 0.494
C 1.729 -0.571 -1.358
S -1.094 1.348 -0.029
O 1.235 0.130 -1.876
H 0.266 -0.006 0.263
H -0.503 0.657 -0.458
H 0.068 0.198 -0.267
H 0.332 0.056 0.223
H 0.017 0.106 0.390
H -0.652 -0.638 0.705



# 7
Density functional theory data (wB97M-V/def2-TZVPD) for a structure of composition C6H6S2 at a distorted geometry.

The relative energy (zero: lowest compared OMol25 entry of this formula, charge and spin) comes out at 90.5 kcal per mole. The multiplicity is 1. As for the total energy: -1028.41152 Eh. The calculation puts the gap between HOMO and LUMO at 8.4 eV. The calculation puts the max |F| at 6.2 eV/Å.

Cartesian coordinates (Å):
C  0.2125  -1.2638  0.6300
C  1.0310  -0.0538  -0.0383
C  0.0012  0.9914  -0.3406
C  1.2530  -0.2858  -1.4516
C  -1.4965  0.8392  0.0214
C  -2.4485  1.1328  0.7879
H  -0.6878  -1.3480  -0.0226
H  -0.1799  -1.0025  1.5909
H  0.9051  -1.9637  0.6344
H  1.8714  0.4118  0.4623
H  0.3811  1.9846  0.0644
H  -3.3052  1.1622  1.6809
S  0.4902  1.0512  -1.9665
S  1.9725  -1.6556  -2.0528

Forces on the atoms, in the same order (eV/Å):
C -1.512 4.615 -1.410
C -2.956 -1.636 2.486
C -2.018 4.468 3.035
C 3.426 -5.035 -0.884
C -1.032 1.941 3.057
C 0.570 -1.410 0.297
H 0.989 -0.786 0.329
H 0.157 0.192 0.731
H 2.375 -4.229 0.153
H 0.196 -0.510 0.403
H -1.283 -0.997 0.217
H 2.712 -0.043 -3.342
S -1.215 2.016 -4.933
S -0.409 1.413 -0.139



# 8
Density functional theory data (wB97M-V/def2-TZVPD) for the molecule C6H6S2 at a distorted geometry.

The relative energy (zero: lowest compared OMol25 entry of this formula, charge and spin) comes out at 55.4 kcal per mole. Its SMILES is C#CC(=S)CCC=S. The multiplicity is 1. As for the total energy: -1028.46747 Eh. The calculation puts the gap between HOMO and LUMO at 7.8 eV. The calculation puts the max |F| at 3.0 eV/Å.

Cartesian coordinates (Å):
C  1.8412  -1.5874  1.1499
C  0.7754  -1.0329  1.2248
C  -0.5303  -0.4329  1.4261
S  -1.8823  -0.9953  2.1823
C  -0.7186  0.8345  0.5404
C  -0.8011  0.5466  -0.9412
C  0.5160  0.4411  -1.7212
S  0.8120  -0.6646  -2.8914
H  2.8017  -2.0087  1.0676
H  -1.5916  1.3391  0.9054
H  0.1424  1.5100  0.8877
H  -1.4033  -0.3545  -1.1803
H  -1.3620  1.3655  -1.3763
H  1.4005  1.0394  -1.2739

Forces on the atoms, in the same order (eV/Å):
C -0.624 0.595 -0.053
C -0.862 -0.416 1.044
C -1.076 0.403 -1.599
S 1.601 -0.089 -0.101
C 2.004 0.106 2.172
C 0.444 -0.346 -1.200
C 1.145 -0.730 1.041
S -0.306 1.164 0.795
H 0.418 -0.258 -0.090
H -0.616 0.067 -0.051
H -0.859 -0.649 -1.112
H 0.334 0.416 0.367
H -0.097 0.372 -0.274
H -1.506 -0.634 -0.940



Copy entry 6 word for word.
Density functional theory data (wB97M-V/def2-TZVPD) for the molecule C6H6OS at a distorted geometry.

The relative energy (zero: lowest compared OMol25 entry of this formula, charge and spin) comes out at 74.0 kcal per mole. Its SMILES is C#C[C@@H]1C[C@@H](C=S)O1. The multiplicity is 1. As for the total energy: -705.50831 Eh. The calculation puts the gap between HOMO and LUMO at 8.4 eV. The calculation puts the max |F| at 2.4 eV/Å.

Cartesian coordinates (Å):
C  -3.1946  -0.8214  -0.1284
C  -2.0176  -0.7098  0.0928
C  -0.5719  -0.6394  0.3562
C  0.0264  0.8166  0.5742
C  0.9151  0.4291  -0.6250
C  2.3568  0.3137  -0.2278
S  3.2034  -1.0480  0.1323
O  0.2350  -0.8415  -0.7454
H  -4.2179  -0.8856  -0.4406
H  -0.2779  -1.3682  1.1607
H  0.4987  0.9556  1.5462
H  -0.7322  1.5693  0.3451
H  0.8274  0.9901  -1.5668
H  2.9492  1.2395  -0.4735

Forces on the atoms, in the same order (eV/Å):
C 0.208 0.160 -0.264
C -0.071 -0.264 0.015
C -0.289 0.531 2.276
C -1.361 -0.708 -0.114
C 0.114 -0.998 0.494
C 1.729 -0.571 -1.358
S -1.094 1.348 -0.029
O 1.235 0.130 -1.876
H 0.266 -0.006 0.263
H -0.503 0.657 -0.458
H 0.068 0.198 -0.267
H 0.332 0.056 0.223
H 0.017 0.106 0.390
H -0.652 -0.638 0.705